# 1
ORCA calculation (wB97M-V/def2-TZVPD) on C28H33BrCrGe2I2NO2S as an isolated structure.

Geometry as ORCA input:
```
! RIJCOSX wB97M-V def2-TZVPD def2/J DEFGRID3
* xyz -1 5
Cr -0.25 1.83 -0.06
O -1.87 1.40 1.17
N -1.75 1.57 2.47
C -2.89 1.53 3.20
C -2.87 1.67 4.55
C -1.64 1.87 5.19
C -0.50 1.92 4.44
C -0.53 1.77 3.04
S 0.85 1.82 2.04
H -3.77 1.36 2.60
H -3.80 1.63 5.10
H -1.59 2.00 6.26
H 0.47 2.07 4.89
I -1.12 4.53 0.05
C -4.10 2.95 -1.01
I -4.19 0.92 -1.09
H -3.98 3.49 -1.94
H -4.47 3.44 -0.13
Br 5.48 3.51 -3.31
C 3.88 3.01 -2.39
C 3.06 2.04 -2.93
C 1.90 1.70 -2.25
C 1.52 2.30 -1.05
C 2.40 3.27 -0.55
C 3.56 3.63 -1.20
H 3.33 1.55 -3.86
H 1.29 0.92 -2.68
H 2.17 3.77 0.39
H 4.22 4.39 -0.79
C -1.27 1.47 -3.23
O -1.22 2.02 -1.93
H -0.54 1.96 -3.88
H -2.28 1.57 -3.64
H -1.03 0.41 -3.14
H -1.51 2.96 -1.90
C -3.38 -2.15 0.69
Ge -1.44 -2.15 1.09
C -0.94 -4.05 0.82
C -1.35 -1.79 3.04
Ge 0.08 -0.70 -0.18
C 1.84 -1.21 0.63
C 1.96 -2.08 1.71
C 3.18 -2.31 2.33
C 4.32 -1.67 1.88
C 4.22 -0.80 0.81
C 3.00 -0.57 0.20
C 0.15 -1.66 -1.93
C 1.32 -1.75 -2.69
C 1.33 -2.37 -3.93
C 0.17 -2.92 -4.45
C -1.00 -2.84 -3.71
C -1.00 -2.22 -2.48
H -3.80 -3.07 1.09
H -3.62 -2.11 -0.36
H -3.87 -1.31 1.18
H -1.69 -4.69 1.29
H 0.03 -4.28 1.25
H -0.89 -4.29 -0.24
H -1.31 -2.72 3.59
H -2.24 -1.24 3.35
H -0.49 -1.19 3.31
H 1.10 -2.59 2.10
H 3.23 -2.99 3.17
H 5.27 -1.84 2.37
H 5.10 -0.28 0.44
H 2.95 0.15 -0.60
H 2.24 -1.35 -2.30
H 2.25 -2.43 -4.49
H 0.17 -3.40 -5.41
H -1.92 -3.27 -4.10
H -1.93 -2.16 -1.92
*
```

Summary:
- HOMO-LUMO gap (spin up / spin down) (eV) = 6.87 / 6.73
- lowest unoccupied orbital energy (spin up / spin down) (eV) = 2.2 / 2.1
- highest occupied orbital energy (spin up / spin down) (eV) = -4.6 / -4.6
- energy above the lowest of the compared OMol25 structures with the same formula, charge and spin (kcal per mole) = 3.6
- maximum force (eV/Å) = 0.48
- electronic energy (eV) = -273689.9176



# 2
ORCA calculation (wB97M-V/def2-TZVPD) on a 6-piece molecular cluster, C28H33ClF11IN4O19P overall.

Geometry as ORCA input:
```
! RIJCOSX wB97M-V def2-TZVPD def2/J DEFGRID3
* xyz 1 1
C -1.82 3.61 -0.06
C -1.55 2.66 1.09
N -1.24 1.30 0.60
C -1.37 0.28 1.62
N -0.65 0.64 2.82
C 0.67 0.51 2.51
N 1.57 1.33 2.94
C 3.00 1.24 2.66
C 3.58 2.32 1.72
C 4.68 1.68 0.85
I 2.15 3.26 0.45
N 0.84 -0.57 1.69
P 1.74 -1.97 2.37
O 0.94 -3.21 1.73
Cl 3.45 -2.07 1.19
C -0.52 -0.96 1.26
C -0.80 -1.31 -0.19
O -1.96 -1.31 -0.58
C 0.30 -1.67 -1.23
F 1.30 -2.41 -0.70
F -0.31 -2.42 -2.19
C 0.90 -0.44 -1.92
F 1.24 0.47 -0.97
F -0.06 0.12 -2.71
C 2.13 -0.70 -2.80
F 3.24 -0.88 -2.04
F 1.95 -1.80 -3.55
C 2.41 0.50 -3.75
O 2.77 0.29 -4.88
O 2.20 1.75 -3.25
H -2.82 4.00 0.07
H -1.76 3.10 -1.01
H -1.15 4.45 -0.08
H -0.72 2.99 1.70
H -2.42 2.63 1.76
H -1.92 1.11 -0.13
H -2.39 -0.05 1.77
H -0.95 1.47 3.31
H 1.25 2.10 3.49
H 3.23 0.26 2.28
H 3.52 1.33 3.60
H 4.06 3.08 2.32
H 4.46 0.65 0.62
H 4.77 2.20 -0.09
H 5.63 1.75 1.37
H 0.40 -3.59 2.44
H -0.97 -1.74 1.86
H 3.05 2.13 -3.01
C -1.39 -5.97 0.47
C -2.54 -6.83 0.94
O -2.53 -6.63 2.34
C -2.00 -5.40 2.58
O -2.05 -4.81 3.60
O -1.39 -4.93 1.46
F -2.34 -8.14 0.67
H -0.44 -6.51 0.51
H -1.53 -5.56 -0.53
H -3.52 -6.54 0.54
C -0.33 1.61 -6.51
C 0.55 2.26 -7.55
O 0.16 3.62 -7.47
C -0.28 3.85 -6.20
O -0.44 4.91 -5.71
O -0.49 2.67 -5.56
F 0.30 1.80 -8.80
H -1.30 1.34 -6.92
H 0.13 0.74 -6.05
H 1.62 2.18 -7.35
C -4.58 7.26 3.10
C -3.51 6.92 2.08
O -3.40 5.51 2.21
C -4.61 5.05 2.65
O -4.92 3.91 2.62
O -5.37 6.06 3.09
F -2.32 7.49 2.38
H -4.15 7.41 4.09
H -5.18 8.12 2.83
H -3.77 7.17 1.05
C -2.76 -3.35 -3.97
C -2.90 -4.34 -5.10
O -4.14 -3.98 -5.68
C -4.34 -2.65 -5.43
O -5.14 -1.97 -5.97
O -3.47 -2.21 -4.48
F -2.96 -5.62 -4.65
H -3.26 -3.71 -3.07
H -1.73 -3.09 -3.74
H -2.12 -4.27 -5.86
C 5.40 -1.95 6.84
C 5.18 -3.01 5.79
O 3.93 -2.61 5.22
C 3.81 -1.27 5.39
O 3.01 -0.60 4.83
O 4.72 -0.82 6.27
F 5.06 -4.24 6.31
H 4.92 -2.22 7.78
H 6.44 -1.72 7.02
H 5.93 -3.02 5.00
*
```

Summary:
- HOMO-LUMO gap (eV) = 9.20
- lowest unoccupied orbital energy (eV) = -3.0
- highest occupied orbital energy (eV) = -12.2
- maximum force (eV/Å) = 1.91
- electronic energy (eV) = -134234.0184



# 3
ORCA calculation (wB97M-V/def2-TZVPD) on C28H33CoN4 as an isolated structure.

Geometry as ORCA input:
```
! RIJCOSX wB97M-V def2-TZVPD def2/J DEFGRID3
* xyz 1 2
Co 0.44 -0.21 -0.01
C -1.69 2.61 0.24
N -1.77 1.31 -0.41
C -2.79 0.42 0.09
C -2.56 -0.94 -0.53
C -3.63 -1.75 -0.88
C -3.40 -2.91 -1.59
C -2.10 -3.21 -1.96
C -1.08 -2.37 -1.54
N -1.29 -1.27 -0.81
C -1.83 1.47 -1.85
C -0.47 1.46 -2.50
C -0.37 2.02 -3.76
C 0.83 1.99 -4.44
C 1.90 1.38 -3.81
C 1.71 0.85 -2.55
N 0.56 0.87 -1.87
C -1.42 2.52 1.71
C -1.83 3.54 2.56
C -1.62 3.41 3.91
C -1.02 2.25 4.38
C -0.63 1.30 3.46
N -0.80 1.42 2.14
H -2.61 3.20 0.09
H -0.88 3.17 -0.25
H -3.81 0.75 -0.16
H -2.72 0.37 1.18
H -4.64 -1.44 -0.63
H -4.22 -3.55 -1.89
H -1.85 -4.08 -2.56
H -0.05 -2.57 -1.79
H -2.35 2.40 -2.13
H -2.42 0.67 -2.29
H -1.24 2.49 -4.20
H 0.93 2.43 -5.42
H 2.88 1.31 -4.27
H 2.53 0.36 -2.06
H -2.33 4.41 2.15
H -1.94 4.19 4.60
H -0.86 2.09 5.44
H -0.16 0.39 3.79
C 1.35 -2.28 0.48
C 1.18 -1.48 1.68
C 2.02 -0.35 1.56
C 2.58 -0.36 0.26
C 2.20 -1.61 -0.39
C 2.72 -2.12 -1.70
C 3.67 0.60 -0.11
C 2.41 0.65 2.60
C 0.46 -2.00 2.88
C 0.83 -3.67 0.39
H 2.02 -2.02 -2.53
H 3.00 -3.17 -1.62
H 3.62 -1.58 -2.00
H 4.40 0.66 0.71
H 3.32 1.61 -0.29
H 4.24 0.28 -0.98
H 2.10 1.67 2.35
H 3.49 0.66 2.74
H 1.98 0.41 3.57
H 0.74 -1.46 3.78
H 0.73 -3.04 3.07
H -0.63 -1.96 2.79
H 1.08 -4.15 -0.55
H -0.24 -3.75 0.54
H 1.30 -4.28 1.18
*
```

Summary:
- HOMO-LUMO gap (spin up / spin down) (eV) = 7.45 / 8.29
- lowest unoccupied orbital energy (spin up / spin down) (eV) = -2.5 / -2.2
- highest occupied orbital energy (spin up / spin down) (eV) = -10.0 / -10.4
- energy above the lowest of the compared OMol25 structures with the same formula, charge and spin (kcal per mole) = 0.0
- maximum force (eV/Å) = 1.11
- electronic energy (eV) = -73154.2217